The following is a DFT calculation (ωB97M-V/def2-TZVPD) of a cluster of 4 separate species, C4H12O4 in total at a distorted geometry.

Calculated values
Total energy: -12528.2402 eV
Energy relative to the best compared isomer or geometry (same formula, charge and spin): 3.7264 eV
Molar mass: 124.1 g/mol
Orbital gap (alpha / beta): 2.93 / 6.87 eV
Total charge: -1
Multiplicity: 2
<S²>: 0.759

Structure (XYZ):
```
20
C4H12O4 | the Open Molecules 2025 dataset | ωB97M-V/def2-TZVPD
O -1.041 -1.723 2.818
O -2.334 1.251 -1.849
H 2.544 2.150 0.802
O -1.553 -3.390 -0.497
O 2.202 -1.663 -0.420
H 1.977 -1.489 -1.356
H -0.151 -2.101 2.575
C -0.798 1.291 -0.101
H 1.614 2.799 -0.683
H 0.652 1.082 1.493
H -0.575 2.422 -2.048
H -1.503 0.720 0.321
H -1.959 1.319 -2.822
C 1.587 2.278 0.205
H -0.819 -3.764 0.181
C -1.120 1.748 -1.314
H -0.975 -2.718 -0.753
H -0.869 -0.768 2.610
C 0.543 1.575 0.687
H 2.578 -1.021 0.151
```